The following is a DFT calculation (ωB97M-V/def2-TZVPD) of 5 unconnected molecules or ions with the total composition C16H44BrN4O4 in a non-equilibrium geometry.

Multiplicity   2
Frontier orbital gap (spin up / spin down)   8.7 / 4.7 eV
E_tot   -3729.773500 Ha
⟨S²⟩   0.756
LUMO energy (spin up / spin down)   0.52 / -3.45 eV

Geometry (Å):
Br (0.970, 1.147, 1.699)
C (2.772, 0.168, -4.141)
C (3.034, 0.251, -2.654)
C (4.273, 0.974, -2.283)
O (5.437, 0.425, -2.939)
C (6.596, 1.027, -2.418)
N (1.886, 0.846, -2.027)
H (1.860, -0.402, -4.319)
H (3.489, -0.430, -4.704)
H (2.712, 1.185, -4.527)
H (3.177, -0.768, -2.294)
H (4.440, 0.923, -1.207)
H (4.159, 1.977, -2.695)
H (6.619, 2.115, -2.348)
H (7.447, 0.692, -3.011)
H (6.875, 0.592, -1.459)
H (1.746, 1.819, -2.257)
H (1.922, 0.864, -1.018)
C (-1.123, 3.439, 4.699)
C (-1.904, 2.138, 4.957)
C (-3.184, 2.350, 5.778)
O (-3.895, 1.117, 5.861)
C (-5.042, 0.994, 6.749)
N (-2.209, 1.640, 3.661)
H (-1.544, 4.252, 4.107)
H (-0.191, 3.165, 4.205)
H (-1.005, 3.894, 5.682)
H (-1.354, 1.401, 5.543)
H (-3.802, 3.148, 5.367)
H (-2.773, 2.651, 6.741)
H (-5.494, 1.948, 7.021)
H (-4.605, 0.640, 7.683)
H (-5.955, 0.503, 6.414)
H (-1.357, 1.691, 3.121)
H (-2.627, 2.355, 3.083)
C (2.789, -2.765, 0.687)
C (1.570, -2.161, -0.030)
C (1.172, -2.958, -1.344)
O (-0.004, -2.405, -1.957)
C (-0.088, -3.073, -3.242)
N (0.392, -2.216, 0.856)
H (3.080, -2.093, 1.494)
H (3.521, -2.845, -0.117)
H (2.717, -3.824, 0.933)
H (1.747, -1.099, -0.199)
H (1.043, -3.994, -1.033)
H (1.980, -3.010, -2.073)
H (-0.961, -2.769, -3.818)
H (0.029, -4.156, -3.201)
H (0.680, -2.676, -3.906)
H (0.499, -1.576, 1.630)
H (0.486, -3.057, 1.407)
C (-1.824, 1.892, -1.845)
C (-2.169, 0.514, -1.219)
C (-2.998, -0.360, -2.145)
O (-3.173, -1.723, -1.598)
C (-3.802, -2.672, -2.545)
N (-0.894, -0.143, -0.898)
H (-1.766, 2.635, -1.050)
H (-2.710, 2.174, -2.414)
H (-0.933, 1.921, -2.472)
H (-2.650, 0.578, -0.242)
H (-2.538, -0.531, -3.118)
H (-3.966, 0.087, -2.370)
H (-3.242, -2.722, -3.479)
H (-4.854, -2.408, -2.651)
H (-3.852, -3.718, -2.240)
H (-0.204, -0.048, -1.630)
H (-0.428, 0.464, -0.239)